ORCA calculation (the ωB97M-V functional and the def2-TZVPD basis) on a structure of composition CH2FPSi in a non-equilibrium geometry.

The geometry in XYZ format:
```
6
Properties=species:S:1:pos:R:3
C 0.832 -0.403 0.119
F 2.548 -0.242 -0.362
Si -0.722 0.442 -0.046
P 0.089 -1.825 0.485
H -1.557 0.943 1.226
H -1.190 1.086 -1.422
```

Calculated values
Energy above the lowest of the compared OMol25 structures with the same formula, charge and spin = 208.5 kJ/mol
Lowest unoccupied orbital energy = -0.69 eV
HOMO level = -9.4 eV